Computed, not measured: C39H50BN8O2OsS4 as an isolated structure in a non-equilibrium geometry, with wB97M-V/def2-TZVPD.

```
105
Properties=species:S:1:pos:R:3:lowdin_spin:R:1
Os 1.12 0.46 0.87 1.70
C -0.25 4.06 4.48 0.01
C -0.58 2.60 4.53 0.01
C -1.30 2.03 5.54 0.00
C -1.56 0.64 5.55 0.01
N -1.17 -0.12 4.55 0.02
N -0.52 0.44 3.54 0.02
B -0.14 -0.51 2.39 0.04
N -1.35 -1.16 1.66 0.02
N -2.54 -1.11 2.21 0.02
C -3.51 -1.82 1.65 0.01
C -3.24 -2.66 0.56 -0.01
C -1.99 -2.70 -0.02 0.02
C -1.67 -3.53 -1.22 0.01
C -1.05 -1.85 0.56 0.02
S 0.56 -1.62 -0.09 0.35
C -4.89 -1.72 2.27 0.00
C -5.10 -3.00 3.10 0.00
C -4.99 -0.49 3.17 0.00
C -5.95 -1.63 1.17 0.00
N 0.69 -1.74 2.97 0.04
N -0.06 -2.71 3.49 0.02
C 0.55 -3.77 3.98 0.01
C 1.96 -3.85 3.99 0.00
C 2.73 -2.87 3.43 0.01
C 4.22 -2.92 3.39 0.00
C 2.01 -1.79 2.87 0.03
S 2.83 -0.47 2.06 0.28
C -0.30 -4.89 4.54 0.00
C 0.12 -6.22 3.89 0.00
C -0.05 -4.95 6.06 0.00
C -1.78 -4.63 4.27 0.00
C -0.17 1.72 3.50 0.03
S 0.81 2.30 2.19 0.25
C -2.28 -0.01 6.71 0.00
C -1.40 0.15 7.96 0.00
C -2.52 -1.49 6.44 0.00
C -3.63 0.70 6.93 0.00
H -0.64 4.57 5.35 0.00
H -0.68 4.52 3.59 0.00
H 0.83 4.21 4.44 0.00
H -1.65 2.64 6.36 0.00
H -4.03 -3.29 0.16 0.00
H -2.49 -4.20 -1.46 0.00
H -0.77 -4.12 -1.06 0.00
H -1.49 -2.89 -2.09 0.00
H -4.35 -3.08 3.89 0.00
H -5.05 -3.90 2.48 0.00
H -6.09 -2.97 3.56 0.00
H -4.27 -0.53 3.99 0.00
H -5.99 -0.44 3.59 0.00
H -4.81 0.43 2.61 0.00
H -6.02 -2.55 0.57 0.00
H -5.76 -0.79 0.49 0.00
H -6.93 -1.48 1.63 0.00
H 2.44 -4.72 4.43 0.00
H 4.59 -3.82 3.88 0.00
H 4.66 -2.05 3.89 0.00
H 4.59 -2.92 2.36 0.00
H 1.13 -6.52 4.17 0.00
H 0.05 -6.18 2.80 0.00
H -0.55 -7.01 4.24 0.00
H 1.00 -5.16 6.29 0.00
H -0.65 -5.75 6.49 0.00
H -0.33 -4.02 6.55 0.00
H -1.99 -4.58 3.19 0.00
H -2.13 -3.71 4.73 0.00
H -2.37 -5.46 4.68 0.00
H -0.44 -0.36 7.84 0.00
H -1.91 -0.30 8.82 0.00
H -1.20 1.19 8.20 0.00
H -1.58 -2.02 6.27 0.00
H -3.15 -1.64 5.56 0.00
H -3.02 -1.94 7.30 0.00
H -3.51 1.74 7.22 0.00
H -4.16 0.20 7.74 0.00
H -4.26 0.66 6.04 0.00
C -3.72 6.24 -3.63 0.00
C -3.26 5.07 -2.82 0.00
C -2.53 5.25 -1.64 0.00
C -2.13 4.17 -0.87 0.00
C -2.46 2.89 -1.31 0.00
C -3.19 2.67 -2.48 0.00
C -3.58 3.77 -3.22 0.00
S -1.96 1.53 -0.38 0.00
O -2.11 1.75 1.03 0.02
O -2.43 0.31 -0.97 0.05
N -0.25 1.37 -0.54 0.40
C 0.54 1.55 -1.59 0.04
C 0.30 2.07 -2.87 0.17
C 1.36 2.11 -3.76 -0.01
C 2.61 1.65 -3.37 0.19
C 2.78 1.14 -2.07 0.06
N 1.77 1.10 -1.22 0.14
H -3.31 7.18 -3.26 0.00
H -4.81 6.31 -3.61 0.00
H -3.43 6.13 -4.68 0.00
H -2.29 6.26 -1.32 0.00
H -1.59 4.32 0.05 0.00
H -3.43 1.66 -2.79 0.00
H -4.16 3.61 -4.12 0.00
H -0.68 2.45 -3.14 0.01
H 1.22 2.50 -4.75 0.00
H 3.46 1.66 -4.04 0.01
H 3.74 0.77 -1.73 0.00
```

Values from the calculation:
**Orbital gap (alpha / beta)**: 8.3104 / 4.9067 eV
**Charge**: +3
**HOMO energy (alpha / beta)**: -16.3 / -16.2 eV
**Multiplicity**: 5
**Lowest unoccupied orbital energy (alpha / beta)**: -8.03 / -11.33 eV
**⟨S²⟩**: 6.06

Computed, not measured: C34H42As2ClN6ORbS as an isolated structure in a non-equilibrium geometry, with wB97M-V/def2-TZVPD.

```
88
Properties=species:S:1:pos:R:3:nbo_charge:R:1
Rb -0.41 0.39 0.21 0.81
Cl -2.09 1.37 7.22 -0.08
C -2.11 0.77 5.56 -0.12
C -2.17 -0.59 5.32 -0.20
C -2.18 -1.03 4.01 -0.29
C -2.10 -0.16 2.89 0.41
O -2.01 -0.65 1.72 -0.77
C -2.08 1.26 3.18 -0.18
C -2.06 2.35 2.20 0.17
N -2.20 2.28 0.92 -0.48
C -2.25 3.44 0.17 0.15
C -2.67 4.68 0.68 -0.26
C -2.71 5.81 -0.11 -0.21
C -2.32 5.79 -1.43 -0.22
C -1.91 4.57 -2.01 -0.11
C -1.52 4.46 -3.36 -0.16
C -1.14 3.24 -3.87 -0.25
C -1.15 2.14 -3.03 0.05
N -1.50 2.19 -1.75 -0.43
C -1.88 3.37 -1.23 0.22
C -2.06 1.67 4.51 -0.18
H -2.22 -1.29 6.14 0.21
H -2.23 -2.09 3.79 0.22
H -1.89 3.33 2.67 0.14
H -3.03 4.73 1.70 0.21
H -3.07 6.74 0.32 0.20
H -2.35 6.68 -2.04 0.20
H -1.53 5.35 -3.98 0.20
H -0.83 3.13 -4.91 0.22
H -0.84 1.16 -3.39 0.23
H -2.02 2.73 4.73 0.20
C -4.53 -1.15 -1.13 -0.98
As -2.57 -1.15 -1.29 0.92
C -2.54 -1.40 -3.25 -0.96
C -2.16 -3.02 -0.82 -0.40
C -3.16 -3.87 -0.36 -0.25
C -2.87 -5.19 -0.03 -0.29
C -1.58 -5.66 -0.20 -0.27
C -0.59 -4.79 -0.65 -0.21
C -0.83 -3.45 -0.95 -0.33
As 1.07 -2.02 -1.72 1.09
C 0.95 -3.15 -3.32 -0.97
C 2.34 -3.13 -0.67 -1.03
H -4.98 -1.97 -1.69 0.20
H -4.88 -0.19 -1.53 0.21
H -4.81 -1.21 -0.08 0.22
H -3.10 -2.30 -3.54 0.20
H -1.51 -1.49 -3.58 0.24
H -2.98 -0.52 -3.72 0.19
H -4.17 -3.51 -0.23 0.18
H -3.65 -5.85 0.34 0.18
H -1.34 -6.70 0.03 0.17
H 0.42 -5.20 -0.77 0.15
H 1.26 -4.17 -3.07 0.19
H 1.62 -2.72 -4.06 0.23
H -0.07 -3.19 -3.69 0.20
H 1.88 -4.05 -0.32 0.20
H 2.69 -2.56 0.18 0.19
H 3.19 -3.34 -1.33 0.20
C 3.72 0.88 -3.19 -0.61
C 2.93 0.29 -2.01 0.09
C 3.93 -0.12 -0.91 -0.62
C 2.04 1.41 -1.44 -0.62
N 2.19 -0.82 -2.57 -1.23
H 4.38 1.69 -2.86 0.15
H 3.04 1.25 -3.94 0.20
H 4.33 0.10 -3.64 0.21
H 4.56 0.71 -0.62 0.16
H 4.55 -0.94 -1.26 0.20
H 3.40 -0.46 -0.02 0.19
H 2.61 2.32 -1.27 0.18
H 1.61 1.11 -0.48 0.17
H 1.22 1.63 -2.13 0.20
C 5.96 0.62 2.49 -0.60
C 4.90 0.87 3.56 -0.44
C 3.55 0.41 3.13 0.03
N 2.62 1.20 2.74 -0.25
N 1.49 0.56 2.34 -0.39
C 1.58 -0.74 2.44 0.25
N 0.65 -1.63 2.02 -0.81
S 3.13 -1.28 3.06 0.29
H 6.93 0.97 2.82 0.19
H 5.70 1.13 1.57 0.23
H 6.04 -0.44 2.27 0.21
H 4.81 1.94 3.77 0.23
H 5.19 0.38 4.50 0.20
H -0.32 -1.30 1.86 0.44
H 0.70 -2.57 2.39 0.40
```

Values from the calculation:
**Orbital gap (alpha / beta)**: 2.2320 / 2.1269 eV
**Charge**: -2
**HOMO energy (alpha / beta)**: 1.4 / 1.5 eV
**Multiplicity**: 1
**Lowest unoccupied orbital energy (alpha / beta)**: 3.68 / 3.65 eV

Computed, not measured: a 7-piece molecular cluster, C12H22Cl5N4 overall in a non-equilibrium geometry, with wB97M-V/def2-TZVPD.

```
43
Properties=species:S:1:pos:R:3:nbo_charge:R:1
C -2.32 -1.62 4.01 -0.61
C -1.32 -1.48 2.85 -0.25
N -1.21 -0.13 2.31 -0.27
C -2.38 0.57 1.92 -0.02
C -1.90 1.83 1.67 -0.05
N -0.52 1.87 1.80 -0.30
C -0.07 0.66 2.16 0.24
C 0.38 3.01 1.52 -0.44
H -2.15 -2.58 4.49 0.24
H -3.36 -1.47 3.72 0.23
H -2.10 -0.81 4.72 0.23
H -1.25 -2.26 2.10 0.24
H -0.41 -1.73 3.41 0.23
H -3.33 0.07 1.98 0.30
H -2.37 2.76 1.39 0.23
H 0.93 0.40 2.49 0.28
H 0.03 4.04 1.41 0.24
H 1.00 2.70 0.69 0.22
H 1.20 3.11 2.23 0.26
C -1.12 -0.64 -4.56 -0.62
C -0.80 -0.23 -3.08 -0.23
N 0.63 -0.39 -2.74 -0.30
C 1.32 -1.62 -2.35 -0.03
C 2.75 -1.25 -2.33 -0.01
N 2.96 0.03 -2.80 -0.29
C 1.68 0.50 -3.03 0.24
C 4.21 0.70 -2.99 -0.43
H -0.49 -0.11 -5.28 0.20
H -2.14 -0.41 -4.87 0.24
H -1.05 -1.71 -4.75 0.24
H -1.48 -0.75 -2.40 0.27
H -1.06 0.80 -2.87 0.22
H 0.65 -2.46 -2.21 0.29
H 3.68 -1.77 -2.16 0.26
H 1.49 1.46 -3.48 0.22
H 4.14 1.79 -3.02 0.25
H 4.54 0.63 -4.03 0.22
H 4.86 0.39 -2.18 0.28
Cl -2.94 -5.09 -1.12 -1.00
Cl -7.95 -1.15 2.31 -1.00
Cl 5.05 -1.88 2.70 -1.00
Cl -3.92 0.54 8.67 -1.00
Cl 6.09 3.68 1.67 -1.00
```

Values from the calculation:
**Orbital gap**: 3.7756 eV
**Charge**: -3
**HOMO energy**: -0.8 eV
**Multiplicity**: 1
**Lowest unoccupied orbital energy**: 2.95 eV

Computed, not measured: an isolated molecule of C15H16N2OS, with wB97M-V/def2-TZVPD.

```
35
Properties=species:S:1:pos:R:3:nbo_charge:R:1
C -6.40 -0.31 0.97 -0.62
C -5.72 -0.57 -0.37 -0.23
N -4.54 0.24 -0.55 -0.59
C -3.29 -0.17 -0.23 0.29
S -2.98 -1.74 0.18 -0.25
N -2.36 0.82 -0.32 -0.57
C -0.97 0.84 -0.14 0.14
C -0.31 2.03 -0.47 -0.23
C 1.05 2.15 -0.33 -0.23
C 1.80 1.08 0.14 0.25
O 3.14 1.28 0.32 -0.48
C 4.03 0.26 0.13 0.29
C 5.22 0.31 0.86 -0.26
C 6.19 -0.65 0.66 -0.19
C 5.99 -1.67 -0.26 -0.24
C 4.82 -1.71 -0.99 -0.21
C 3.84 -0.75 -0.81 -0.24
C 1.15 -0.10 0.50 -0.21
C -0.22 -0.22 0.35 -0.24
H -6.71 0.73 1.05 0.20
H -7.28 -0.94 1.07 0.22
H -5.72 -0.54 1.79 0.22
H -5.40 -1.62 -0.42 0.24
H -6.41 -0.37 -1.19 0.19
H -4.71 1.23 -0.65 0.38
H -2.71 1.72 -0.64 0.38
H -0.88 2.87 -0.85 0.20
H 1.56 3.07 -0.59 0.23
H 5.36 1.11 1.57 0.22
H 7.10 -0.61 1.23 0.21
H 6.75 -2.42 -0.41 0.21
H 4.66 -2.49 -1.72 0.21
H 2.93 -0.78 -1.39 0.22
H 1.72 -0.93 0.89 0.22
H -0.70 -1.14 0.63 0.26
```

Values from the calculation:
**Orbital gap**: 8.4675 eV
**Charge**: 0
**HOMO energy**: -7.9 eV
**Multiplicity**: 1
**Lowest unoccupied orbital energy**: 0.57 eV
**Structure (SMILES)**: CCNC(=S)Nc1ccc(Oc2ccccc2)cc1

Computed, not measured: C20H15IrN3O2 as an isolated structure in a non-equilibrium geometry, with wB97M-V/def2-TZVPD.

```
41
Properties=species:S:1:pos:R:3:nbo_charge:R:1
Ir 0.85 -1.12 -1.09 0.94
C 3.36 2.12 -2.40 -0.27
C 2.65 0.92 -2.40 0.11
N 1.51 0.74 -1.74 -0.53
C 0.96 1.79 -1.06 0.23
C 1.60 3.05 -1.05 -0.10
C 2.83 3.20 -1.73 -0.06
C 1.00 4.12 -0.35 -0.20
C -0.18 3.92 0.33 -0.17
C -0.81 2.69 0.35 -0.23
C -0.27 1.58 -0.33 0.14
N -0.73 0.31 -0.37 -0.47
C -1.79 -0.35 0.15 0.14
C -2.79 0.14 1.00 -0.23
C -3.77 -0.69 1.52 -0.17
C -3.80 -2.04 1.24 -0.20
C -2.82 -2.60 0.39 -0.10
C -2.77 -3.98 0.11 -0.05
C -1.79 -4.46 -0.72 -0.27
C -0.89 -3.57 -1.29 0.11
N -0.89 -2.27 -1.02 -0.53
C -1.83 -1.76 -0.17 0.23
H 4.29 2.19 -2.93 0.25
H 3.03 0.07 -2.96 0.21
H 3.33 4.15 -1.72 0.24
H 1.49 5.09 -0.35 0.23
H -0.62 4.74 0.89 0.23
H -1.72 2.60 0.91 0.22
H -2.81 1.18 1.29 0.22
H -4.51 -0.27 2.19 0.23
H -4.54 -2.68 1.68 0.23
H -3.50 -4.63 0.57 0.24
H -1.72 -5.51 -0.95 0.25
H -0.14 -3.93 -1.99 0.21
C 3.02 -0.23 2.39 -0.27
O 2.54 -0.44 1.05 -0.52
C 1.66 -1.39 0.81 0.70
O 1.18 -2.16 1.61 -0.57
H 3.48 0.75 2.40 0.21
H 3.75 -0.99 2.66 0.20
H 2.18 -0.27 3.09 0.21
```

Values from the calculation:
**Orbital gap**: 5.6089 eV
**Charge**: +1
**HOMO energy**: -10.4 eV
**Multiplicity**: 1
**Lowest unoccupied orbital energy**: -4.75 eV

Computed, not measured: a 2-piece molecular cluster, CIN3O overall in a non-equilibrium geometry, with wB97M-V/def2-TZVPD.

```
6
Properties=species:S:1:pos:R:3:nbo_charge:R:1
N -2.25 1.41 0.64 -0.12
N -1.18 1.15 0.38 0.44
O -0.14 0.83 0.06 -0.32
N 1.94 -2.48 -0.46 -0.32
C 2.49 -1.48 -0.31 0.01
I 3.51 0.22 0.01 0.31
```

Values from the calculation:
**Orbital gap**: 10.4695 eV
**Charge**: 0
**HOMO energy**: -10.7 eV
**Multiplicity**: 1
**Lowest unoccupied orbital energy**: -0.26 eV
**Structure (SMILES)**: N#[N+][O-].N#CI

Relative energy (zero: lowest compared OMol25 entry of this formula, charge and spin), respectively: 0.080 3.862 0.000 0.571 2.631 0.145 eV.